# 1
This record from OMol25 describes a molecular structure, C26H48FeOP2 in a non-equilibrium geometry. The level of theory is ωB97M-V/def2-TZVPD.

```
78
C26H48FeOP2, DFT ωB97M-V/def2-TZVPD
Fe -2.51 0.42 -1.18
C -0.04 1.95 -0.08
C -1.12 1.67 0.86
C 0.31 -0.18 0.72
C 0.75 0.76 -0.22
C -0.80 0.38 1.43
C 0.58 3.27 -0.38
H 0.00 4.07 0.06
H 0.74 3.48 -1.45
H 1.58 3.32 0.07
C 2.00 0.68 -1.01
H 2.07 1.54 -1.73
H 2.06 -0.27 -1.58
H 2.89 0.74 -0.33
C 0.92 -1.46 1.12
H 1.21 -1.44 2.19
H 1.81 -1.68 0.50
H 0.18 -2.29 0.99
C -1.16 -0.08 2.78
H -0.31 0.01 3.46
H -1.45 -1.14 2.82
H -1.97 0.50 3.21
C -1.75 2.74 1.67
H -1.10 3.01 2.51
H -2.71 2.42 2.10
H -1.95 3.64 1.10
C -3.23 -0.26 -3.31
C -3.31 1.17 -3.66
C -4.64 1.94 -3.17
C -5.48 1.29 -2.02
C -4.54 0.51 -1.08
C -4.46 -1.05 -1.23
C -5.02 -1.73 -2.54
C -4.52 -0.98 -3.75
H -5.32 2.13 -4.03
H -6.33 0.72 -2.41
H -4.30 2.93 -2.84
H -5.27 -0.27 -4.09
H -2.32 -0.75 -3.72
H -3.20 1.25 -4.79
H -4.40 -1.67 -4.59
H -4.71 -2.78 -2.55
H -5.16 -1.43 -0.46
H -6.12 -1.78 -2.55
H -5.88 2.09 -1.40
H -4.75 0.69 -0.01
P -1.85 1.95 -2.87
C -0.49 1.27 -3.89
C -1.97 3.70 -2.37
P -2.47 -1.87 0.84
C -3.05 -1.40 -0.81
C -3.91 -1.06 1.78
C -2.54 -3.52 0.01
H -0.21 0.29 -3.45
H 0.37 1.96 -3.84
H -0.82 1.15 -4.94
H -2.89 3.86 -1.79
H -1.92 4.37 -3.24
H -1.10 3.87 -1.71
H -3.45 -3.57 -0.63
H -2.52 -4.30 0.76
H -1.65 -3.54 -0.65
H -2.38 -1.72 -1.59
H -3.65 1.23 -1.35
H -3.77 -1.31 2.83
H -4.90 -1.39 1.44
H -3.85 0.05 1.71
C 0.67 -4.03 -1.67
C 1.08 -2.60 -2.13
C 1.60 -2.56 -3.59
O 0.10 -1.72 -1.93
H -0.20 -4.36 -2.27
H 0.39 -4.03 -0.62
H 1.50 -4.74 -1.82
H 2.04 -2.44 -1.54
H 2.45 -3.25 -3.72
H 0.76 -2.83 -4.26
H 1.91 -1.54 -3.84
```

**HOMO (alpha / beta)**: -9.5752 / -10.1004 eV
**Relative energy (zero: lowest compared OMol25 entry of this formula, charge and spin)**: 179.4 kcal/mol
**⟨S²⟩**: 9.083
**Multiplicity**: 6
**Total charge**: +1

Atom charges from the Mulliken analysis, given in e for atoms 1 to 4: -0.313, 0.601, 1.232, 0.869

# 2
This record from OMol25 describes 2 unconnected molecules or ions with the total composition C26H48N2O6 in a non-equilibrium geometry. The level of theory is ωB97M-V/def2-TZVPD.

```
82
C26H48N2O6, DFT ωB97M-V/def2-TZVPD
C -3.06 0.95 1.29
C -2.37 0.13 0.73
C -1.77 -1.08 -0.03
C -0.48 -1.54 0.82
C 0.67 -0.49 0.43
C 1.69 -0.25 1.64
C 1.00 0.39 2.92
C 1.95 1.51 3.57
C 3.04 0.84 4.56
C 3.03 1.58 5.99
C 4.47 1.50 6.68
C 5.10 2.97 6.90
C 5.67 3.09 8.40
C 4.46 3.19 9.43
O -1.30 -0.80 -1.34
C -2.23 -0.03 -2.13
C -1.66 1.45 -2.20
C -2.38 2.40 -3.24
O -3.13 3.37 -2.46
C -1.22 3.26 -3.96
N -0.80 2.66 -5.25
C -2.21 -0.71 -3.58
N -1.05 -0.29 -4.40
C -0.24 -1.24 -4.72
C 0.62 -2.10 -3.73
C -0.10 -1.59 -6.27
O -3.47 -0.61 -4.25
C -3.45 -1.25 -5.53
H -3.53 1.81 1.81
H -2.47 -1.98 0.00
H -0.66 -1.53 1.92
H -0.12 -2.54 0.43
H 1.27 -0.89 -0.44
H 0.25 0.53 0.18
H 2.30 -1.17 1.85
H 2.42 0.54 1.26
H 0.03 0.93 2.70
H 0.91 -0.42 3.69
H 2.56 2.06 2.80
H 1.38 2.27 4.17
H 2.78 -0.24 4.79
H 4.07 0.88 4.09
H 2.26 1.08 6.65
H 2.79 2.67 5.83
H 5.15 1.01 5.92
H 4.42 0.94 7.65
H 5.97 3.10 6.20
H 4.33 3.78 6.81
H 6.35 3.98 8.45
H 6.26 2.15 8.58
H 3.93 4.17 9.24
H 3.75 2.32 9.27
H 4.85 3.19 10.49
H -3.30 -0.09 -1.79
H -0.55 1.34 -2.37
H -1.76 1.95 -1.19
H -3.05 1.87 -3.98
H -3.84 3.73 -3.02
H -0.30 3.25 -3.29
H -1.55 4.34 -4.02
H -1.43 2.97 -5.99
H 0.17 2.90 -5.47
H -2.06 -1.83 -3.36
H 1.59 -2.44 -4.17
H 0.72 -1.64 -2.71
H 0.02 -3.06 -3.55
H -0.91 -2.33 -6.53
H -0.25 -0.62 -6.81
H 0.92 -2.04 -6.47
H -3.02 -2.30 -5.49
H -4.46 -1.34 -6.00
H -2.80 -0.70 -6.27
O -4.45 -5.93 -5.58
C -4.08 -5.51 -4.53
O -4.60 -5.88 -3.32
C -3.75 -5.35 -2.31
C -3.09 -4.19 -3.01
O -3.08 -4.60 -4.37
H -4.33 -5.04 -1.44
H -3.04 -6.12 -2.01
H -3.67 -3.26 -2.92
H -2.08 -4.01 -2.65
```

**HOMO**: -8.1458 eV
**Relative energy (zero: lowest compared OMol25 entry of this formula, charge and spin)**: 0.0 kcal/mol
**SMILES**: C#C[C@H](CCCCCCCCCCC)O[C@@H](C[C@@H](O)CN)[C@H](N=C(C)C)OC.O=C1OCCO1

Atom charges from the Mulliken analysis, given in e for atoms 1 to 4: 0.043, -0.960, 0.388, -0.808

# 3
This record from OMol25 describes a molecular structure, C26H49BrN4O3PRb. The level of theory is ωB97M-V/def2-TZVPD.

```
85
C26H49BrN4O3PRb, DFT ωB97M-V/def2-TZVPD
Rb -1.69 -0.42 0.50
C -0.19 3.42 4.93
N -0.93 3.16 3.72
C -1.45 4.33 3.03
C -1.28 1.93 3.28
O -1.98 1.74 2.30
C -0.73 0.74 4.07
O -1.17 -0.43 3.44
C -0.72 -1.59 4.08
C -1.17 -2.79 3.25
O -1.79 -2.63 2.21
N -0.83 -4.02 3.72
C -0.11 -4.26 4.95
C -1.25 -5.20 3.00
H 0.46 4.28 4.77
H 0.46 2.58 5.18
H -0.85 3.63 5.78
H -0.63 5.00 2.77
H -2.16 4.87 3.66
H -1.96 4.00 2.12
H -1.07 0.78 5.11
H 0.37 0.78 4.07
H -1.13 -1.66 5.09
H 0.37 -1.58 4.16
H 0.22 -3.34 5.42
H 0.77 -4.87 4.76
H -0.75 -4.79 5.67
H -1.68 -4.90 2.05
H -1.99 -5.76 3.57
H -0.38 -5.85 2.81
C -3.73 -4.55 -3.77
C -3.90 -3.15 -3.27
C -4.28 -2.10 -4.10
C -4.39 -0.82 -3.59
C -4.11 -0.64 -2.25
Br -4.17 1.12 -1.52
N -3.76 -1.61 -1.43
C -3.66 -2.84 -1.94
H -4.15 -4.67 -4.77
H -4.22 -5.27 -3.11
H -2.67 -4.82 -3.82
H -4.49 -2.28 -5.15
H -4.68 0.02 -4.21
H -3.37 -3.61 -1.24
C 0.32 2.02 -3.70
C 1.47 1.06 -3.38
C 1.14 -0.22 -4.16
C 2.76 1.69 -3.94
P 1.40 0.62 -1.52
N 0.28 -0.37 -1.19
C 3.13 -0.03 -1.02
C 3.52 -1.17 -1.96
C 2.99 -0.70 0.35
C 4.31 0.95 -0.97
C 1.18 2.33 -0.63
C -0.31 2.70 -0.71
C 1.45 2.15 0.87
C 1.99 3.53 -1.12
H 0.22 2.10 -4.79
H 0.49 3.03 -3.32
H -0.62 1.64 -3.30
H 0.90 0.05 -5.20
H 0.29 -0.72 -3.70
H 1.97 -0.92 -4.19
H 2.61 1.92 -5.00
H 3.61 1.01 -3.87
H 3.03 2.62 -3.43
H 2.70 -1.89 -2.05
H 4.39 -1.69 -1.54
H 3.80 -0.84 -2.95
H 2.09 -1.33 0.35
H 2.91 0.01 1.17
H 3.87 -1.32 0.54
H 4.48 1.46 -1.92
H 5.23 0.40 -0.73
H 4.20 1.71 -0.20
H -0.93 1.82 -0.49
H -0.62 3.07 -1.68
H -0.52 3.47 0.03
H 0.93 1.28 1.27
H 1.08 3.04 1.40
H 2.51 2.05 1.10
H 1.73 3.82 -2.14
H 3.07 3.35 -1.09
H 1.79 4.39 -0.48
```

**HOMO**: -5.5366 eV
**Relative energy (zero: lowest compared OMol25 entry of this formula, charge and spin)**: 2.0 kcal/mol

Atom charges from the Mulliken analysis, given in e for atoms 1 to 4: 0.968, -1.044, 0.336, -1.114

# 4
This record from OMol25 describes a molecular structure, C26H50BaN3O3P in a non-equilibrium geometry. The level of theory is ωB97M-V/def2-TZVPD.

```
84
C26H50BaN3O3P, DFT ωB97M-V/def2-TZVPD
Ba -2.08 -0.21 0.37
C -4.88 -2.57 1.55
O -4.60 -1.31 0.93
C -5.53 -1.00 -0.13
C -4.93 -1.39 -1.46
O -3.79 -0.56 -1.75
C -4.10 0.55 -2.60
H -5.86 -2.54 2.02
H -4.13 -2.74 2.31
H -4.85 -3.38 0.81
H -5.73 0.07 -0.08
H -6.48 -1.52 0.04
H -5.67 -1.30 -2.26
H -4.58 -2.42 -1.44
H -4.45 0.18 -3.57
H -3.19 1.13 -2.72
H -4.87 1.18 -2.15
C -1.77 6.09 2.38
N -1.82 4.74 1.85
C -1.89 4.37 0.44
C -1.90 2.88 0.56
O -1.94 2.08 -0.41
N -1.86 2.47 1.83
C -1.82 3.62 2.57
N -1.79 3.61 3.89
H -1.69 6.79 1.55
H -0.89 6.22 3.01
H -2.68 6.32 2.94
H -1.02 4.71 -0.13
H -2.80 4.74 -0.04
H -1.76 2.72 4.37
H -1.76 4.45 4.44
C 2.87 -4.65 0.55
C 3.85 -3.66 -0.09
C 3.35 -2.21 -0.02
C 1.82 -2.18 -0.12
C 1.19 -2.88 1.11
C 2.09 -3.98 1.68
P 0.91 -0.61 -0.41
C 1.13 0.04 -2.13
C 2.44 -0.22 -2.90
C 2.54 -1.62 -3.49
C 1.31 -2.00 -4.30
C 0.02 -1.79 -3.51
C -0.07 -0.35 -3.01
C 1.63 0.74 0.62
C 1.47 0.52 2.13
C 1.65 1.83 2.90
C 2.63 2.78 2.20
C 3.70 1.99 1.46
C 3.07 1.20 0.30
H 3.41 -5.53 0.92
H 2.17 -5.03 -0.19
H 4.01 -3.93 -1.14
H 4.82 -3.73 0.39
H 3.81 -1.62 -0.81
H 3.65 -1.75 0.92
H 1.55 -2.78 -1.00
H 0.23 -3.31 0.80
H 0.97 -2.15 1.89
H 1.49 -4.70 2.23
H 2.79 -3.55 2.40
H 1.06 1.12 -1.95
H 3.30 0.01 -2.28
H 2.47 0.50 -3.73
H 2.69 -2.36 -2.69
H 3.44 -1.68 -4.11
H 1.38 -3.03 -4.65
H 1.27 -1.37 -5.20
H 0.00 -2.48 -2.65
H -0.85 -2.03 -4.11
H -1.03 -0.18 -2.50
H -0.09 0.32 -3.88
H 0.97 1.58 0.37
H 2.20 -0.23 2.46
H 0.49 0.08 2.38
H 1.99 1.61 3.91
H 0.68 2.33 3.01
H 3.08 3.46 2.93
H 2.10 3.42 1.49
H 4.19 1.30 2.15
H 4.49 2.63 1.07
H 3.70 0.34 0.06
H 3.05 1.81 -0.60
```

**HOMO**: -13.6018 eV
**Total charge**: +2

Atom charges from the Mulliken analysis, given in e for atoms 1 to 4: 1.746, -0.821, -0.255, -0.590

Number 1: electronic energy -3040.51164 Eh. Number 2: electronic energy -1580.15878 Eh. Number 3: electronic energy -4404.26758 Eh. Number 4: electronic energy -1777.16406 Eh.